Entry P
Here is a structure of composition C30H31IN3O6PS2Ti from the Open Molecules 2025 dataset. Energies are from wB97M-V/def2-TZVPD.

As for the spin multiplicity: 3. As for the lowest unoccupied orbital energy (spin up / spin down): 0.1424 / 0.1423 Eh. As for the HOMO-LUMO gap (spin up / spin down): 5.4 / 5.9 eV. As for the expectation value of S²: 2.029. Its net charge is -2. The HOMO energy (spin up / spin down) comes out at -1.4967 / -2.0378 eV.

Positions of all 75 atoms, in Å:
1 Ti 0.00 -0.28 0.20
2 C -0.56 -0.66 3.51
3 C -0.44 -1.68 2.42
4 N 0.72 -1.86 1.85
5 N 0.87 -3.07 1.19
6 C 1.39 -3.05 0.02
7 S 1.70 -1.67 -0.99
8 S 1.88 -4.69 -0.50
9 C 1.65 -4.63 -2.30
10 C 0.26 -4.98 -2.76
11 C 0.04 -6.14 -3.50
12 C -1.24 -6.48 -3.92
13 C -2.31 -5.65 -3.61
14 C -2.09 -4.50 -2.87
15 C -0.82 -4.16 -2.44
16 C -1.63 -2.47 2.06
17 C -2.39 -3.19 2.97
18 C -3.55 -3.84 2.58
19 C -3.97 -3.73 1.26
20 C -3.25 -2.99 0.34
21 C -2.06 -2.35 0.72
22 O -1.38 -1.63 -0.15
23 H 0.30 0.00 3.54
24 H -1.46 -0.05 3.39
25 H -0.64 -1.19 4.46
26 H 1.94 -3.63 -2.63
27 H 2.38 -5.34 -2.71
28 H 0.87 -6.78 -3.74
29 H -1.40 -7.38 -4.50
30 H -3.31 -5.91 -3.94
31 H -2.92 -3.85 -2.62
32 H -0.67 -3.26 -1.85
33 H -2.05 -3.25 4.00
34 H -4.12 -4.41 3.30
35 H -4.89 -4.22 0.95
36 H -3.60 -2.87 -0.68
37 O -2.05 2.81 2.00
38 C -1.76 1.96 1.16
39 O -0.69 1.21 1.28
40 C -2.63 1.73 -0.02
41 C -3.97 2.07 0.08
42 C -4.89 1.63 -0.84
43 C -4.46 0.72 -1.86
44 C -5.36 0.11 -2.74
45 C -4.94 -0.79 -3.70
46 C -3.59 -1.11 -3.79
47 C -2.67 -0.52 -2.93
48 C -3.08 0.41 -1.97
49 N -2.17 1.05 -1.14
50 H -4.26 2.65 0.94
51 H -5.94 1.88 -0.76
52 H -6.41 0.36 -2.65
53 H -5.65 -1.25 -4.38
54 H -3.24 -1.82 -4.52
55 H -1.64 -0.82 -2.98
56 I 3.76 5.35 -4.13
57 C -0.73 0.99 -1.39
58 H -0.56 0.71 -2.43
59 H -0.35 2.00 -1.27
60 C 1.35 3.56 0.95
61 O 2.30 2.57 1.39
62 P 2.38 1.16 0.61
63 O 3.51 0.47 1.54
64 C 3.23 0.21 2.90
65 O 3.35 1.42 -0.63
66 C 2.86 1.64 -1.96
67 H 1.84 4.53 1.01
68 H 0.46 3.53 1.57
69 H 1.06 3.40 -0.09
70 H 4.15 -0.18 3.34
71 H 2.44 -0.54 3.00
72 H 2.94 1.13 3.42
73 H 3.07 2.66 -2.26
74 H 1.79 1.43 -2.02
75 H 3.38 0.95 -2.62


Entry Q
Here is a structure of composition C30H31IN3O6PS2Ti from the Open Molecules 2025 dataset. Energies are from wB97M-V/def2-TZVPD.

As for the spin multiplicity: 3. As for the lowest unoccupied orbital energy (spin up / spin down): 0.1536 / 0.1527 Eh. As for the HOMO-LUMO gap (spin up / spin down): 5.2 / 5.2 eV. As for the expectation value of S²: 2.046. Its net charge is -2. The HOMO energy (spin up / spin down) comes out at -1.0358 / -1.0258 eV.

Positions of all 75 atoms, in Å:
1 Ti -0.53 0.34 -0.21
2 C -0.07 -3.64 -1.80
3 C -0.20 -2.18 -1.45
4 N 0.39 -1.67 -0.43
5 N 1.17 -2.48 0.33
6 C 2.43 -2.27 0.46
7 S 3.42 -1.13 -0.26
8 S 3.18 -3.52 1.55
9 C 4.69 -3.86 0.54
10 C 4.30 -4.58 -0.70
11 C 3.99 -5.94 -0.66
12 C 3.54 -6.59 -1.79
13 C 3.38 -5.90 -2.98
14 C 3.67 -4.55 -3.03
15 C 4.14 -3.89 -1.90
16 C -0.93 -1.27 -2.33
17 C -2.15 -1.71 -2.88
18 C -3.07 -0.98 -3.66
19 C -2.82 0.09 -4.43
20 C -0.74 1.08 -3.43
21 C -0.30 0.00 -2.47
22 O 0.68 0.35 -1.72
23 H 0.98 -3.93 -1.78
24 H -0.49 -3.84 -2.78
25 H -0.59 -4.24 -1.05
26 H 5.34 -4.45 1.18
27 H 5.13 -2.88 0.32
28 H 4.09 -6.47 0.27
29 H 3.29 -7.64 -1.75
30 H 3.01 -6.41 -3.86
31 H 3.53 -3.99 -3.95
32 H 4.35 -2.84 -1.94
33 H -2.49 -2.67 -2.51
34 H -4.10 -1.35 -3.62
35 H -3.62 0.62 -4.92
36 H 0.19 1.59 -3.74
37 O -1.82 3.42 1.87
38 C -1.52 2.64 0.95
39 O -0.81 1.56 1.13
40 C -1.90 2.84 -0.44
41 C -2.62 3.95 -0.92
42 C -2.79 4.10 -2.26
43 C -2.22 3.18 -3.20
44 C -2.29 3.49 -4.55
45 C -1.81 2.82 -5.70
46 C -1.37 1.55 -5.82
47 C -1.42 0.55 -4.71
48 C -1.53 2.07 -2.61
49 N -1.41 1.91 -1.29
50 H -2.99 4.67 -0.20
51 H -3.34 4.95 -2.65
52 H -2.75 4.45 -4.76
53 H -1.81 3.42 -6.60
54 H -1.00 1.20 -6.77
55 H -0.84 -0.34 -5.01
56 I -2.75 -2.14 0.92
57 C -2.53 -0.22 -0.07
58 H -3.11 -0.32 -0.99
59 H -3.10 0.46 0.58
60 C -1.88 0.81 3.70
61 O -0.82 -0.12 3.65
62 P 0.04 -0.52 2.31
63 O 0.74 -1.78 3.07
64 C 0.11 -3.03 3.18
65 O 1.34 0.43 2.53
66 C 1.91 1.17 1.48
67 H -2.21 0.84 4.74
68 H -2.71 0.47 3.08
69 H -1.58 1.81 3.39
70 H 0.73 -3.63 3.85
71 H 0.06 -3.52 2.20
72 H -0.89 -2.93 3.60
73 H 1.67 2.24 1.61
74 H 1.54 0.84 0.50
75 H 2.99 1.03 1.51


Most stable structure, least stable structure: entry P, entry Q.


Entry P
Here is a cluster of 2 separate species, C5H14O in total from the Open Molecules 2025 dataset. Energies are from wB97M-V/def2-TZVPD.

As for the spin multiplicity: 2. As for the lowest unoccupied orbital energy (spin up / spin down): -0.1064 / -0.3676 Eh. As for the HOMO-LUMO gap (spin up / spin down): 13.2 / 5.5 eV. As for the expectation value of S²: 0.754. Its net charge is +1. The HOMO energy (spin up / spin down) comes out at -16.1289 / -15.4798 eV.

Positions of all 20 atoms, in Å:
1 C 0.96 -1.19 1.68
2 C 1.34 -1.26 0.17
3 C 1.35 0.14 -0.36
4 C -0.07 0.73 -0.59
5 C -1.14 0.07 -1.55
6 H 0.71 -2.23 1.97
7 H -0.03 -0.69 1.80
8 H 1.65 -0.73 2.39
9 H 0.60 -1.88 -0.36
10 H 2.36 -1.69 0.15
11 H 2.02 0.88 0.08
12 H 1.90 0.10 -1.38
13 H -0.52 0.86 0.41
14 H 0.27 1.80 -0.81
15 H -1.61 -0.48 -0.77
16 H -1.59 0.86 -2.11
17 H -0.63 -0.59 -2.26
18 H -2.70 1.04 0.20
19 H -2.57 2.33 1.09
20 O -2.30 1.92 0.25


Entry Q
Here is a cluster of 2 separate species, C5H14O in total from the Open Molecules 2025 dataset. Energies are from wB97M-V/def2-TZVPD.

As for the spin multiplicity: 2. As for the lowest unoccupied orbital energy (spin up / spin down): -0.1404 / -0.3816 Eh. As for the HOMO-LUMO gap (spin up / spin down): 10.9 / 4.3 eV. As for the expectation value of S²: 0.754. Its net charge is +1. The HOMO energy (spin up / spin down) comes out at -14.7145 / -14.7021 eV.

Positions of all 20 atoms, in Å:
1 C -1.54 0.58 -0.16
2 C -1.43 -0.04 -1.55
3 C -1.46 2.11 -0.31
4 H -0.76 0.28 0.54
5 H -2.48 0.28 0.30
6 H -1.72 -1.10 -1.58
7 H -2.09 0.43 -2.27
8 H -2.38 2.51 -0.72
9 H -0.74 2.35 -1.09
10 H -0.41 -0.03 -1.91
11 H -1.17 2.67 0.57
12 C 1.35 -1.71 0.95
13 C 1.87 -0.28 1.09
14 O 2.35 -2.54 0.53
15 H 1.03 -2.12 1.92
16 H 0.46 -1.75 0.27
17 H 1.32 0.50 0.55
18 H 3.05 -2.08 0.00
19 H 2.90 -0.09 0.74
20 H 1.88 0.01 2.14


Most stable structure, least stable structure: entry Q, entry P.


Entry P
Here is an isolated molecule of C9H9N3 from the Open Molecules 2025 dataset. Energies are from wB97M-V/def2-TZVPD.

As for the SMILES: CC1=NCN=C1c1ccncc1. As for the lowest unoccupied orbital energy: 0.0114 Eh. As for the HOMO-LUMO gap: 10.2 eV. Its net charge is 0. The HOMO energy comes out at -9.8545 eV.

Positions of all 21 atoms, in Å:
1 C 1.83 -0.91 0.55
2 C 0.80 -1.22 -0.51
3 N 0.88 -2.20 -1.31
4 C -0.33 -2.27 -2.07
5 N -1.04 -0.96 -1.83
6 C -0.47 -0.36 -0.85
7 C -0.64 0.86 -0.06
8 C -1.74 1.24 0.65
9 C -1.96 2.48 1.17
10 N -1.02 3.40 0.96
11 C 0.05 3.05 0.25
12 C 0.29 1.78 -0.20
13 H 2.62 -1.63 0.66
14 H 1.41 -1.05 1.54
15 H 2.21 0.04 0.33
16 H -0.99 -3.03 -1.65
17 H -0.14 -2.39 -3.13
18 H -2.50 0.54 0.94
19 H -2.78 2.77 1.80
20 H 0.93 3.76 0.34
21 H 1.24 1.72 -0.68


Entry Q
Here is an isolated molecule of C9H9N3 from the Open Molecules 2025 dataset. Energies are from wB97M-V/def2-TZVPD.

As for the SMILES: Cc1ccnc2nc(N)ccc12. As for the lowest unoccupied orbital energy: 0.0036 Eh. As for the HOMO-LUMO gap: 8.3 eV. Its net charge is 0. The HOMO energy comes out at -8.2462 eV.

Positions of all 21 atoms, in Å:
1 C -2.43 1.47 0.06
2 C -1.66 0.24 -0.07
3 C -2.40 -0.92 -0.14
4 C -1.72 -2.20 0.04
5 N -0.43 -2.30 0.05
6 C 0.32 -1.11 0.06
7 N 1.61 -1.42 0.03
8 C 2.47 -0.35 0.00
9 N 3.87 -0.55 -0.03
10 C 2.05 0.95 0.07
11 C 0.69 1.28 -0.03
12 C -0.27 0.19 -0.10
13 H -2.18 2.05 0.99
14 H -2.28 2.18 -0.79
15 H -3.52 1.17 0.00
16 H -3.51 -0.75 -0.13
17 H -2.29 -3.09 0.18
18 H 4.28 -1.35 -0.29
19 H 4.42 0.29 -0.16
20 H 2.73 1.87 0.10
21 H 0.24 2.32 0.16


Most stable structure, least stable structure: entry Q, entry P.


Entry P
Here is the ion C8H14N with charge +1 from the Open Molecules 2025 dataset. Energies are from wB97M-V/def2-TZVPD.

As for the lowest unoccupied orbital energy: -0.1474 Eh. As for the HOMO-LUMO gap: 9.6 eV. Its net charge is +1. The HOMO energy comes out at -13.5831 eV.

Positions of all 23 atoms, in Å:
1 C -0.40 -0.41 -1.45
2 C 2.73 -0.37 -0.72
3 C 2.28 1.11 -0.34
4 C 0.61 -0.76 0.92
5 C -0.77 -0.16 0.99
6 C 1.42 -0.03 -0.08
7 C -0.82 1.29 1.26
8 C -2.69 -0.73 -0.78
9 N -1.25 -0.44 -0.50
10 H -0.62 -0.80 -2.45
11 H 2.68 -0.73 -1.74
12 H 3.44 -0.92 -0.15
13 H 2.63 1.73 0.42
14 H 2.10 1.70 -1.28
15 H 1.07 -0.69 1.96
16 H 0.50 -1.73 0.60
17 H -1.43 -0.70 1.66
18 H -0.29 1.92 0.51
19 H -0.39 1.44 2.19
20 H -1.88 1.69 1.39
21 H -2.92 -1.52 -0.07
22 H -2.91 -1.11 -1.79
23 H -3.09 0.22 -0.56


Entry Q
Here is a structure of composition C8H14N from the Open Molecules 2025 dataset. Energies are from wB97M-V/def2-TZVPD.

As for the lowest unoccupied orbital energy: -0.1703 Eh. As for the HOMO-LUMO gap: 8.9 eV. Its net charge is +1. The HOMO energy comes out at -13.5520 eV.

Positions of all 23 atoms, in Å:
1 C 0.68 1.14 -0.01
2 C 2.02 -0.63 -2.14
3 C 0.79 -0.75 -1.64
4 C -0.61 1.08 0.71
5 C -0.19 -1.81 -2.02
6 C -1.76 1.80 0.16
7 C 0.53 -0.37 2.45
8 C -0.75 0.25 1.92
9 N 0.34 0.11 -0.66
10 H 1.54 1.79 0.00
11 H 2.71 0.13 -1.82
12 H 2.36 -1.32 -2.90
13 H -1.21 -1.46 -1.91
14 H -0.06 -2.69 -1.39
15 H -0.04 -2.11 -3.06
16 H -2.67 1.20 0.17
17 H -1.58 2.19 -0.84
18 H -1.95 2.67 0.81
19 H 1.29 0.39 2.62
20 H 0.93 -1.10 1.75
21 H 0.34 -0.87 3.39
22 H -1.19 0.90 2.68
23 H -1.51 -0.53 1.75


Most stable structure, least stable structure: entry Q, entry P.


Entry P
Here is a cluster of 2 separate species, CH3ClN3S in total from the Open Molecules 2025 dataset. Energies are from wB97M-V/def2-TZVPD.

As for the lowest unoccupied orbital energy: -0.1738 Eh. As for the HOMO-LUMO gap: 9.7 eV. Its net charge is +1. The HOMO energy comes out at -14.4446 eV.

Positions of all 9 atoms, in Å:
1 C -0.57 -0.15 1.91
2 N 0.58 -0.08 -1.58
3 N -0.24 -0.35 0.83
4 N 1.28 0.73 -2.14
5 S -1.01 -0.13 3.55
6 Cl 1.77 0.72 -3.84
7 H 0.27 -0.13 -0.10
8 H 0.24 -0.86 -2.11
9 H -2.31 0.27 3.48


Entry Q
Here is the ion CH3ClN3S with charge +1 from the Open Molecules 2025 dataset. Energies are from wB97M-V/def2-TZVPD.

As for the lowest unoccupied orbital energy (spin up / spin down): -0.2332 / -0.2332 Eh. As for the HOMO-LUMO gap (spin up / spin down): 7.7 / 7.7 eV. Its net charge is +1. The HOMO energy (spin up / spin down) comes out at -14.0741 / -14.0747 eV.

Positions of all 9 atoms, in Å:
1 C -0.24 1.22 -0.68
2 N 1.59 -1.75 0.15
3 N 0.66 0.28 -0.55
4 N 1.02 -0.74 -0.10
5 S -1.66 1.17 0.28
6 Cl -2.35 -0.87 0.10
7 H -0.09 1.68 -1.63
8 H 2.29 -1.59 0.92
9 H -1.21 0.58 1.52


Most stable structure, least stable structure: entry P, entry Q.